Record 1
57
Properties=species:S:1:pos:R:3 method="wB97M-V/def2-TZVPD" homo_ha=-0.461 gap_ev=8.25 total_charge=+1 energy_ev=-31024.6637
C 0.833 -2.486 -0.401
O 1.749 -3.098 0.502
C 1.813 -2.240 1.674
C 3.148 -1.393 1.579
C 2.938 0.096 1.012
C 3.339 0.184 -0.522
C 3.370 1.666 -1.079
C 1.989 2.421 -1.013
C 0.986 2.063 -2.206
C -0.205 1.171 -1.669
C -0.988 1.567 -0.487
N -2.013 0.809 0.054
N -2.775 1.150 1.163
C -4.017 1.898 0.762
C -2.026 1.908 2.157
C -0.627 1.512 2.732
O -2.552 2.905 2.604
C -2.354 -0.397 -0.588
C -3.509 -1.300 -0.006
B -2.797 -2.271 1.106
O -2.806 -3.664 1.014
O -2.122 -1.685 2.227
C -1.689 -0.881 -1.788
C -0.566 -0.098 -2.350
C 0.125 -0.666 -3.631
H 1.044 -2.736 -1.482
H -0.242 -2.813 -0.211
H 0.818 -1.356 -0.339
H 0.885 -1.620 1.815
H 1.881 -2.929 2.562
H 3.538 -1.284 2.624
H 3.874 -1.916 0.893
H 3.577 0.774 1.646
H 1.869 0.398 1.189
H 4.375 -0.267 -0.592
H 2.666 -0.497 -1.110
H 3.852 1.699 -2.098
H 4.082 2.228 -0.398
H 1.544 2.266 0.009
H 2.220 3.521 -1.135
H 1.529 1.548 -3.035
H 0.509 3.022 -2.534
H -0.706 2.545 -0.027
H -3.764 2.910 0.356
H -4.554 1.334 -0.058
H -4.729 1.921 1.627
H -0.211 0.543 2.356
H -0.710 1.557 3.855
H 0.083 2.351 2.461
H -4.352 -0.705 0.421
H -3.866 -1.990 -0.823
H -1.954 -3.991 1.370
H -1.338 -1.239 1.845
H -2.022 -1.840 -2.265
H 1.173 -0.297 -3.781
H 0.220 -1.781 -3.461
H -0.538 -0.529 -4.523


Record 2
23
Properties=species:S:1:pos:R:3 method="wB97M-V/def2-TZVPD" spin_multiplicity=2 s2=0.75 homo_ha="-0.659 / -0.658" relative_energy_kcal_mol=46.0 gap_ev="11.02 / 5.95" total_charge=+2 energy_ev=-20233.8696
C 1.356 0.069 0.807
N 0.024 0.693 0.724
C -0.727 0.122 -0.369
C -1.263 -1.249 -0.394
S -0.747 -2.142 -1.980
C 2.160 0.555 -0.529
N 1.858 2.072 -0.566
H 1.229 -1.025 0.674
H 1.846 0.343 1.646
H -0.510 0.558 1.645
H -0.455 0.341 -1.486
H -1.475 0.904 -0.455
H -0.814 -1.941 0.378
H -2.318 -1.433 -0.250
H -1.904 -2.555 -2.435
H 1.869 0.036 -1.545
H 3.267 0.466 -0.400
H 1.798 2.507 -1.480
H 2.583 2.540 -0.096
H 0.941 2.131 -0.011
H -3.374 -0.644 1.575
H -2.795 -1.506 2.670
O -2.551 -0.841 1.876


Record 3
15
Properties=species:S:1:pos:R:3 method="wB97M-V/def2-TZVPD" homo_ha="-0.269 / -0.298" relative_energy_kcal_mol=99.8 gap_ev="6.79 / 8.07" energy_ev=-35756.9418
C -0.881 -0.962 -0.525
C -0.663 0.470 -0.373
C 0.525 1.068 -1.157
C 1.520 -1.595 1.701
C -1.539 1.197 0.325
F -2.509 0.780 1.115
F -1.391 2.537 0.561
Cl 0.083 -2.094 1.147
Cl 2.824 -1.501 0.580
H -1.858 -1.449 -0.522
H -0.036 -1.420 -1.034
H 0.983 0.250 -1.932
H 1.348 1.475 -0.446
H 0.113 1.860 -1.653
H 1.482 -0.615 2.213


Record 4
21
Properties=species:S:1:pos:R:3 method="wB97M-V/def2-TZVPD" homo_ha="-0.224 / -0.224" relative_energy_kcal_mol=161.4 gap_ev="6.89 / 6.88" energy_ev=-9964.1739
C 2.551 0.365 0.198
C -1.873 -0.486 0.514
C 0.089 1.862 0.011
C -2.450 -0.458 -0.877
C 0.310 -0.769 0.426
C 0.420 0.458 0.260
N 0.668 -2.026 0.718
O 2.921 1.036 -0.979
H 2.679 0.476 -1.727
H 0.754 -2.246 1.702
H 0.214 -2.759 0.189
H 2.966 -0.642 0.261
H 2.829 0.967 1.059
H -2.212 0.323 1.160
H -2.058 -1.431 1.026
H -0.270 2.330 0.930
H 0.968 2.408 -0.338
H -0.685 1.953 -0.754
H -1.970 -1.205 -1.520
H -2.320 0.518 -1.356
H -3.530 -0.674 -0.903


Record 5
26
Properties=species:S:1:pos:R:3 method="wB97M-V/def2-TZVPD" homo_ha=-0.341 relative_energy_kcal_mol=57.1 gap_ev=9.85 energy_ev=-22950.8561
C 3.706 0.997 0.020
C 3.430 -0.030 0.920
C 2.983 1.135 -1.151
C 2.274 -0.859 0.740
C 1.838 0.433 -1.223
C 1.410 -0.532 -0.289
C -2.312 0.633 -0.527
C -2.561 1.286 -1.668
C -2.170 0.409 0.790
C -1.401 -0.814 1.389
C -0.936 -2.077 0.617
O 0.924 -2.928 -1.206
P 0.174 -1.707 -0.784
H 4.627 1.621 0.271
H 4.202 -0.355 1.623
H 3.325 1.813 -1.978
H 2.090 -1.647 1.428
H 1.166 0.515 -2.137
H -1.842 2.104 -2.119
H -3.582 1.465 -1.915
H -2.231 1.313 1.188
H -0.404 -1.147 -1.852
H -0.367 -0.485 1.607
H -1.791 -1.079 2.393
H -0.444 -2.779 1.273
H -1.742 -2.658 0.130


Record 6
11
Properties=species:S:1:pos:R:3 method="wB97M-V/def2-TZVPD" homo_ha=-0.359 relative_energy_kcal_mol=124.8 gap_ev=8.27 energy_ev=-11615.4190
C -1.651 -0.743 -0.178
C 0.504 0.806 -0.026
H 1.802 -1.896 0.740
H -2.570 -1.289 -0.240
H 2.357 1.081 -0.170
N 0.510 -0.596 0.312
N -0.500 -1.305 -0.211
N -1.803 0.537 0.163
N -0.818 1.407 0.097
N 1.467 1.583 -0.182
O 1.664 -1.208 -0.045


Record 7
13
Properties=species:S:1:pos:R:3 method="wB97M-V/def2-TZVPD" homo_ha=-0.328 relative_energy_kcal_mol=59.4 gap_ev=9.58 energy_ev=-17513.5695
C -1.959 0.432 0.649
N 0.038 -0.230 -0.469
N -1.345 0.126 -0.725
O 2.696 -1.104 0.243
O 2.608 1.014 -0.836
P 2.223 0.450 0.494
H -3.071 0.584 0.411
H -2.159 -0.598 1.127
H -1.387 1.117 1.236
H 0.112 -1.246 -0.567
H 0.713 0.123 -1.213
H 3.012 -1.636 0.938
H -1.481 0.968 -1.289


Record 8
20
Properties=species:S:1:pos:R:3 method="wB97M-V/def2-TZVPD" homo_ha=-0.511 relative_energy_kcal_mol=14.0 gap_ev=10.87 total_charge=+1 energy_ev=-9380.9756
C 1.566 -2.397 0.463
C 0.618 -1.637 1.332
O 0.060 -0.605 0.938
N 0.142 -2.290 2.407
H 2.235 -1.778 -0.133
H 1.075 -3.146 -0.145
H -0.400 -1.723 3.040
H 0.583 -3.138 2.720
H 2.303 -2.930 1.078
C -0.229 1.787 -0.726
C -1.019 3.007 -1.154
N -0.895 0.504 -1.204
H 0.750 1.803 -1.186
H -0.084 1.728 0.345
H -2.097 2.886 -1.256
H -0.637 3.460 -2.069
H -0.175 -0.105 -1.584
H -1.401 0.019 -0.464
H -1.504 0.754 -1.986
H -0.890 3.801 -0.415